Here is the ion C4H10NO with charge +1 from the OMol25 dataset. Energies are from ωB97M-V/def2-TZVPD.

Computed properties:
Highest occupied orbital energy   -15.10 eV
Energy   -288.08636 hartree
Energy above the lowest of the compared OMol25 structures with the same formula, charge and spin   2.0880 eV
Kohn-Sham gap   10.64 eV

Geometry as ORCA input:
```
! wB97M-V def2-TZVPD RIJCOSX def2/J DEFGRID3
* xyz 1 1
H -1.06215 -1.06704 1.37821
O 0.31478 -1.84976 0.07099
C 0.41819 0.60368 0.55366
H 0.27056 -1.92572 -0.92619
C 1.25246 0.73843 -0.61821
C -1.62685 -0.55487 -0.64745
N 0.63973 1.36759 1.62669
H -1.25813 -1.00679 -1.74234
H 1.79390 -0.26602 -0.57222
H 1.94575 1.62738 -0.56989
H 0.71906 0.79709 -1.59525
H -1.83193 0.47656 -0.88921
C -0.63614 -0.91274 0.37150
H -2.54576 -1.00894 -0.53343
H 1.50743 1.84389 1.65641
H 0.09907 1.13727 2.43675
*
```